# 1
Here is a 7-piece molecular cluster, C56H126F6N5P2 overall in a non-equilibrium geometry from the OMol25 dataset. Energies are from ωB97M-V/def2-TZVPD.

Each line ends with the Mulliken charge.
Atoms and positions in Å:
C 4.07636 -6.51959 -11.72846  -1.391
C 3.43901 -5.60982 -10.60658  -0.435
C 2.74339 -6.50885 -9.63502  -0.438
C 2.10107 -5.70538 -8.49703  -0.959
P 1.25386 -6.76008 -7.18308  0.576
C -0.29300 -7.40731 -7.85720  -0.900
C -0.19614 -8.40962 -9.00630  -0.039
C -1.51794 -9.10058 -9.34530  -0.762
C -1.51711 -10.20216 -10.45270  -1.339
C 0.61617 -5.67549 -5.81646  -0.787
C 1.75398 -5.00958 -5.05646  -0.484
C 1.41196 -3.78842 -4.22615  -0.624
C 2.58247 -3.10316 -3.43097  -1.290
C 2.43037 -8.09943 -6.66329  -0.788
C 1.94668 -8.78463 -5.39357  -0.645
C 2.59425 -10.19402 -5.29498  -0.675
C 2.17036 -11.22337 -6.32366  -1.230
H 4.75930 -7.27856 -11.34682  0.361
H 4.68909 -5.89577 -12.37925  0.414
H 3.39049 -7.00120 -12.42541  0.348
H 2.67265 -4.98734 -11.06842  0.362
H 4.23273 -5.09822 -10.06218  0.358
H 3.54487 -7.16146 -9.28886  0.358
H 1.97580 -7.08173 -10.15533  -0.046
H 1.33629 -5.01862 -8.85976  0.528
H 2.79825 -5.05476 -7.96906  0.498
H -0.81789 -6.54755 -8.27361  0.531
H -0.91603 -7.90350 -7.11307  0.539
H 0.42430 -9.22797 -8.64098  0.129
H 0.20545 -7.99720 -9.93190  0.166
H -2.27148 -8.37173 -9.64372  0.365
H -1.90626 -9.52660 -8.42021  0.406
H -1.36371 -9.80648 -11.45670  0.344
H -2.41004 -10.82717 -10.44063  0.385
H -0.66865 -10.86689 -10.29044  0.333
H -0.03586 -6.32402 -5.23133  0.583
H 0.03389 -4.97665 -6.41701  0.486
H 2.43930 -4.63386 -5.81624  0.185
H 2.34688 -5.77301 -4.55274  0.281
H 0.62237 -4.17010 -3.57887  0.344
H 0.90923 -2.98980 -4.77165  0.402
H 2.76940 -3.66225 -2.51414  0.321
H 2.26828 -2.13464 -3.04192  0.366
H 3.50324 -2.85024 -3.95663  0.350
H 3.37608 -7.58188 -6.50243  0.607
H 2.43154 -8.78021 -7.51454  0.485
H 0.87077 -8.90261 -5.52234  0.338
H 2.12151 -8.30465 -4.43068  0.312
H 2.36502 -10.61783 -4.31726  0.397
H 3.67887 -10.08680 -5.30901  0.357
H 2.28149 -10.94513 -7.37167  0.332
H 1.08910 -11.32946 -6.41151  0.325
H 2.73182 -12.13727 -6.12963  0.358
C -9.73589 6.79115 1.09058  -1.234
C -8.30422 6.14350 1.35093  -0.360
C -7.45219 7.08360 2.23855  -0.776
N -6.06798 6.55331 2.59378  0.527
C -6.13166 5.18466 3.35880  -1.290
C -5.34547 7.54398 3.55028  -0.823
C -3.90229 7.67683 3.19643  -0.506
C -3.96719 7.51703 1.67536  -0.683
C -5.13074 6.49662 1.38587  -0.470
H -9.71791 7.31604 0.13545  0.345
H -9.98262 7.52628 1.85662  0.379
H -10.54006 6.05580 1.11637  0.358
H -7.85692 5.88974 0.38988  0.316
H -8.48059 5.22327 1.90786  0.279
H -7.95897 7.30339 3.17821  0.484
H -7.28347 7.92185 1.56255  0.366
H -5.14063 4.78653 3.57666  0.580
H -6.64092 4.39778 2.80241  0.340
H -6.56124 5.45207 4.32423  0.344
H -5.54027 7.40378 4.61353  0.422
H -5.75745 8.53951 3.38508  0.399
H -3.35625 6.84734 3.64574  0.286
H -3.45142 8.63536 3.45342  0.364
H -3.01235 7.13243 1.31695  0.359
H -4.09051 8.48870 1.19708  0.358
H -4.76565 5.46979 1.36529  0.312
H -5.57508 6.71763 0.41540  0.324
C -1.22073 2.13889 -4.65353  -1.446
C -2.58260 1.41511 -4.74394  -0.266
C -3.17944 1.08191 -3.30383  -0.687
N -4.57876 0.34751 -3.32217  0.166
C -5.56093 1.23979 -4.03942  -1.068
C -4.53750 -1.09553 -3.80124  -0.483
C -4.26618 -1.98242 -2.45657  -0.496
C -4.45063 -1.00953 -1.31160  -0.648
C -5.11593 0.20237 -1.92411  -0.690
H -0.92900 2.70712 -5.53677  0.392
H -0.39268 1.54914 -4.26029  0.341
H -1.17007 2.91876 -3.89371  0.371
H -2.56752 0.64190 -5.51207  0.358
H -3.22215 2.19160 -5.16363  0.324
H -3.41408 2.03603 -2.83191  0.337
H -2.49335 0.46652 -2.72188  0.396
H -5.17068 1.43656 -5.03796  0.409
H -5.61412 2.20647 -3.53861  0.354
H -6.49895 0.68545 -4.07004  0.491
H -5.47437 -1.23419 -4.34084  0.386
H -3.73446 -1.23348 -4.52526  0.252
H -4.98357 -2.80219 -2.41867  0.338
H -3.27003 -2.41806 -2.37920  0.273
H -5.09139 -1.47735 -0.56415  0.386
H -3.51493 -0.73500 -0.82455  0.339
H -6.15904 -0.09386 -2.03490  0.435
H -5.09774 1.10010 -1.30616  0.433
C -7.90572 -0.34615 7.51182  -1.416
C -6.54058 -0.63278 6.82022  -0.340
C -5.59448 0.48298 6.91219  -0.762
N -4.18730 0.18410 6.29263  0.407
C -4.22719 -0.18207 4.83969  -1.191
C -3.33681 -0.80845 7.18693  -0.428
C -2.03767 -0.10799 7.68603  -0.699
C -1.85541 0.99132 6.73162  -0.458
C -3.26436 1.43812 6.45391  -0.685
H -8.60674 -1.14473 7.26908  0.385
H -8.44422 0.45756 7.00966  0.366
H -7.96141 -0.10348 8.57300  0.371
H -6.81601 -0.75843 5.77311  0.268
H -6.10402 -1.59632 7.08308  0.441
H -5.45448 0.70058 7.97103  0.443
H -5.95825 1.34873 6.35879  0.413
H -4.61214 -1.17794 4.62025  0.309
H -3.16915 -0.25045 4.58670  0.563
H -4.74487 0.54967 4.21946  0.345
H -3.09914 -1.66069 6.55029  0.276
H -3.93313 -1.10120 8.05109  0.343
H -1.15740 -0.74824 7.62880  0.343
H -2.12193 0.21013 8.72516  0.342
H -1.38233 0.66773 5.80447  0.238
H -1.13706 1.72309 7.10121  0.404
H -3.29771 2.13168 5.61371  0.321
H -3.56723 1.94742 7.36878  0.399
C 4.86372 3.49797 -0.58159  -1.544
C 4.56694 4.80347 0.21521  0.048
C 5.38895 4.90994 1.49609  -0.730
N 4.99155 6.05999 2.46187  0.161
C 6.02232 6.16120 3.57991  -1.126
C 3.66035 5.66254 3.13563  -0.693
C 2.55841 6.54850 2.54460  -0.521
C 3.21052 7.37838 1.45711  -0.659
C 4.69730 7.38940 1.82362  -0.549
H 4.35556 3.42010 -1.54274  0.386
H 4.47323 2.64057 -0.03342  0.359
H 5.93586 3.31694 -0.65810  0.382
H 3.49923 4.81708 0.43411  0.245
H 4.78602 5.59562 -0.50076  0.302
H 6.43934 5.11068 1.28519  0.428
H 5.29748 4.03157 2.13500  0.324
H 5.76792 6.96049 4.27599  0.423
H 7.05639 6.32236 3.27521  0.366
H 5.90464 5.24143 4.15286  0.463
H 3.77021 5.83421 4.20640  0.495
H 3.47691 4.58949 3.08086  0.267
H 2.20551 7.13995 3.38943  0.346
H 1.60283 6.13157 2.22657  0.365
H 2.93666 8.43248 1.41257  0.470
H 3.00718 6.97690 0.46436  0.232
H 4.92176 8.12353 2.59742  0.457
H 5.36784 7.34346 0.96550  0.304
C 4.46296 0.38400 4.84506  -1.423
C 5.34300 0.91800 6.00676  0.040
C 6.82739 0.47208 5.94369  -0.748
N 7.65771 0.50040 7.30976  0.185
C 6.96948 -0.32454 8.40271  -1.075
C 9.06935 -0.04087 7.13643  -0.676
C 9.87947 0.73848 8.14042  -0.655
C 9.34370 2.14698 8.16181  -0.538
C 7.87714 1.98563 7.84282  -0.372
H 3.51205 0.91632 4.82223  0.414
H 4.36924 -0.69852 4.75864  0.377
H 4.96211 0.75253 3.94888  0.315
H 4.89788 0.49443 6.90707  0.189
H 5.25945 2.00282 6.07214  0.313
H 7.46299 0.95532 5.20167  0.421
H 6.83370 -0.60663 5.78736  0.331
H 5.95720 0.04596 8.56433  0.363
H 7.58671 -0.39382 9.29844  0.417
H 6.88268 -1.38769 8.17850  0.369
H 9.03656 -1.12770 7.06008  0.421
H 9.33472 0.38704 6.16970  0.397
H 9.75392 0.21667 9.08914  0.298
H 10.94897 0.68942 7.93579  0.462
H 9.50531 2.68755 9.09443  0.320
H 9.69722 2.72922 7.31086  0.318
H 7.22104 2.06815 8.70932  0.262
H 7.43344 2.57312 7.03902  0.276
P -0.50830 2.29498 1.42087  1.343
F -0.42244 0.81930 2.14014  -0.385
F -2.11000 2.02476 1.17872  -0.400
F -0.89434 3.19205 2.74724  -0.382
F -0.50420 3.68493 0.51000  -0.389
F 1.12885 2.45721 1.57721  -0.410
F -0.05525 1.36138 0.15376  -0.374

Largest force on an atom, eV/Å: 2.53
Charge: +5
HOMO level, eV: -17.56
Spin multiplicity: 1

# 2
Here is a 2-piece molecular cluster, CH3Cl2NO overall in a non-equilibrium geometry from the OMol25 dataset. Energies are from ωB97M-V/def2-TZVPD.

Each line ends with the natural charge from an NBO analysis.
Atoms and positions in Å:
N -0.28324 0.29055 -1.27041  -0.618
C 0.80496 0.33717 -0.72444  0.210
Cl 1.66302 -1.13058 -0.36874  -0.034
Cl 1.61672 1.74607 -0.18860  0.067
H -0.84790 -0.48180 -1.27495  0.372
O -0.99102 -0.04851 1.15538  -0.983
H -0.69512 -0.76932 0.67266  0.488
H -1.26741 0.05642 1.99910  0.497

SMILES: N=C(Cl)Cl.O
Largest force on an atom, eV/Å: 4.72
Charge: 0
Relative energy (zero: lowest compared OMol25 entry of this formula, charge and spin), eV: 2.120
HOMO level, eV: -10.40
Spin multiplicity: 1

# 3
Here is one molecule with the formula C5H11NO from the OMol25 dataset. Energies are from ωB97M-V/def2-TZVPD.

Each line ends with the natural charge from an NBO analysis.
Atoms and positions in Å:
C -0.13366 -0.40020 0.78922  -0.257
C 1.68149 0.96771 -1.62081  -0.260
C -1.09847 -0.73542 1.89777  -0.619
C -0.56436 0.41054 -0.27900  0.292
N 0.83151 -1.42778 0.40808  -0.860
C -1.64040 0.79381 -0.95093  -0.534
O 0.77943 1.31832 -0.53521  -0.612
H 0.97464 0.89860 0.45647  0.511
H 1.38062 -1.73582 1.20056  0.357
H 0.36608 -2.24997 0.02346  0.339
H 1.21186 1.28300 -2.54915  0.197
H 2.60249 1.52529 -1.45547  0.196
H 1.86955 -0.10490 -1.61609  0.216
H -1.74526 0.11077 2.13679  0.215
H -1.73214 -1.60132 1.64926  0.178
H -0.54442 -1.00098 2.80236  0.203
H -1.68091 1.71761 -1.51137  0.215
H -2.55804 0.23073 -0.84594  0.223

Largest force on an atom, eV/Å: 0.73
Charge: 0
Relative energy (zero: lowest compared OMol25 entry of this formula, charge and spin), eV: 5.212
HOMO level, eV: -6.88
Spin multiplicity: 1

Which formula does entry 2 have?
CH3Cl2NO

Which value of HOMO level does entry 1 give?
-17.56 eV